1.
Density functional theory data (ωB97M-V with the def2-TZVPD basis set) for the molecule C3H7NO at a distorted geometry.

Each line ends with the Mulliken charge.
CARTESIAN COORDINATES (ANGSTROEM)
C1 1.110 -1.110 0.534  -0.662
C2 -0.343 0.760 -1.401  -0.747
N1 -1.059 0.773 -0.268  -0.025
C3 -0.604 0.602 0.963  -0.217
O1 0.703 0.331 1.103  -0.391
H1 1.380 -1.222 -0.536  0.298
H2 0.372 -1.906 0.755  0.284
H3 2.002 -1.308 1.126  0.256
H4 -0.892 0.900 -2.314  0.290
H5 0.726 0.918 -1.362  0.290
H6 -2.071 0.827 -0.355  0.240
H7 -1.324 0.436 1.756  0.384

Cartesian forces (eV/Å) of the 2 atoms listed first:
0.170 0.578 0.733
-0.153 0.256 -0.415

Calculated values
Multiplicity = 1
HOMO-LUMO gap = 7.431 eV
Energy above the lowest of the compared OMol25 structures with the same formula, charge and spin = 4.150 eV
Maximum force = 2.78 eV/A
LUMO = 0.9560 eV

=====

2.
Density functional theory data (ωB97M-V with the def2-TZVPD basis set) for a structure of composition C48H50IN3O5RhS.

Each line ends with the Mulliken charge.
CARTESIAN COORDINATES (ANGSTROEM)
Rh1 0.030 -0.067 -0.014  1.379
C1 -0.351 -4.844 -1.641  -1.506
C2 0.801 -3.944 -2.104  0.236
C3 0.281 -2.700 -2.808  -1.025
C4 1.837 -3.673 -1.022  0.268
C5 3.014 -4.408 -1.142  -1.105
C6 4.055 -4.278 -0.245  -1.389
C7 3.921 -3.393 0.804  -0.529
C8 2.765 -2.637 0.974  0.948
C9 2.700 -1.755 2.197  2.674
C10 4.021 -1.009 2.414  -1.894
C11 2.340 -2.601 3.425  -1.467
C12 1.712 -2.775 0.054  -0.961
N1 0.484 -2.044 0.231  2.001
C13 -0.552 -2.777 0.761  -0.456
O1 -0.498 -3.924 1.162  -0.667
C14 -1.860 -2.030 0.756  -0.687
C15 -3.084 -2.530 1.153  -0.813
C16 -4.175 -1.671 1.142  -0.873
C17 -4.029 -0.350 0.733  -0.775
C18 -2.779 0.069 0.328  -0.617
N2 -1.760 -0.779 0.339  1.584
C19 -2.422 1.451 -0.156  0.316
O2 -3.290 2.294 -0.316  -0.779
N3 -1.086 1.598 -0.402  2.593
C20 -0.656 2.904 -0.790  -1.231
C21 -0.458 3.871 0.199  0.196
C22 0.050 5.111 -0.175  -0.719
C23 0.354 5.397 -1.495  -1.259
C24 0.094 4.450 -2.470  -0.435
C25 -0.439 3.212 -2.133  -0.217
C26 -0.914 2.297 -3.231  2.811
C27 -2.183 2.880 -3.863  -1.955
C28 0.152 1.966 -4.280  -1.797
C29 -0.806 3.609 1.650  3.305
C30 -2.044 4.410 2.063  -1.807
C31 0.371 3.906 2.581  -1.661
H1 -0.857 -5.264 -2.514  0.486
H2 -1.086 -4.295 -1.056  0.190
H3 0.016 -5.662 -1.021  0.349
H4 1.346 -4.511 -2.865  0.659
H5 -0.185 -2.002 -2.112  -0.120
H6 -0.467 -2.976 -3.554  0.487
H7 1.096 -2.183 -3.315  0.395
H8 3.112 -5.097 -1.973  0.343
H9 4.962 -4.856 -0.369  0.364
H10 4.727 -3.284 1.517  0.278
H11 1.911 -1.018 2.070  -1.143
H12 4.778 -1.658 2.863  0.436
H13 3.870 -0.173 3.091  0.372
H14 4.412 -0.617 1.474  0.412
H15 3.101 -3.369 3.592  0.420
H16 1.374 -3.087 3.289  0.264
H17 2.279 -1.972 4.317  0.333
H18 -3.142 -3.556 1.487  0.625
H19 -5.143 -2.028 1.469  0.468
H20 -4.840 0.364 0.729  0.586
H21 0.198 5.869 0.584  0.318
H22 0.768 6.362 -1.762  0.367
H23 0.284 4.677 -3.513  0.453
H24 -1.216 1.357 -2.756  -1.101
H25 -1.965 3.837 -4.344  0.447
H26 -2.942 3.048 -3.098  0.320
H27 -2.586 2.197 -4.614  0.400
H28 -0.057 2.481 -5.224  0.309
H29 0.774 0.025 -3.710  -0.543
H30 1.126 2.303 -3.921  0.757
H31 -1.038 2.551 1.767  -1.718
H32 -1.819 5.479 2.109  0.395
H33 -2.382 4.083 3.049  0.393
H34 -2.857 4.255 1.353  0.354
H35 0.591 4.975 2.622  0.445
H36 1.268 3.385 2.243  0.311
H37 0.136 3.570 3.593  0.407
I1 2.336 0.819 -0.839  -0.543
C32 0.284 0.452 -4.592  1.972
C33 1.196 0.291 -5.761  -1.422
C34 0.821 -0.300 -6.928  -0.553
C35 -0.462 -0.835 -7.101  -1.022
C36 -1.408 -0.820 -6.028  0.819
C37 -2.684 -1.399 -6.164  -0.922
C38 -3.578 -1.437 -5.113  -0.798
C39 -3.220 -0.903 -3.870  -1.174
C40 -1.970 -0.359 -3.782  0.308
C41 -1.046 -0.241 -4.787  1.086
H38 2.190 0.709 -5.654  0.469
H39 1.530 -0.366 -7.745  0.380
H40 -0.748 -1.292 -8.040  0.389
H41 -2.957 -1.827 -7.121  0.363
H42 -4.557 -1.882 -5.244  0.356
H43 -3.909 -0.930 -3.034  0.587
C42 2.292 1.075 8.351  -1.527
C43 1.481 0.886 7.095  1.058
C44 1.905 1.440 5.893  -1.132
C45 1.176 1.258 4.727  -0.128
C46 0.007 0.521 4.760  -0.186
C47 -0.444 -0.023 5.954  -0.883
C48 0.292 0.161 7.112  -0.904
S1 -0.899 0.145 3.276  1.590
O3 -0.025 0.644 2.179  -0.983
O4 -2.149 0.873 3.344  -0.773
O5 -1.034 -1.299 3.258  -0.579
H44 3.358 0.987 8.141  0.361
H45 2.029 0.334 9.105  0.377
H46 2.120 2.065 8.780  0.291
H47 2.828 2.009 5.866  0.381
H48 1.510 1.671 3.785  0.747
H49 -1.358 -0.602 5.959  0.469
H50 -0.052 -0.275 8.043  0.327

Cartesian forces (eV/Å) of the 2 atoms listed first:
0.032 0.129 0.478
-0.023 0.020 -0.072

Calculated values
Multiplicity = 5
HOMO-LUMO gap (alpha / beta) = 7.135 / 6.218 eV
Maximum force = 0.67 eV/A
LUMO (alpha / beta) = 2.2372 / 0.4994 eV
Expectation value of S² = 6.05
Total charge = -1